*A*
Molecular formula: C12H16N2
Method: DFT, the ωB97M-V functional and the def2-TZVPD basis

Geometry as ORCA input:
```
! wB97M-V def2-TZVPD RIJCOSX def2/J DEFGRID3
* xyz 0 1
C 2.091 -2.669 -0.060
C 2.422 -1.752 -1.267
C 0.698 -2.588 0.419
C 0.131 -1.918 1.573
C -1.424 -3.198 0.596
N -0.334 -3.441 -0.070
N -1.169 -2.282 1.687
H 2.199 -3.656 -0.405
H 2.632 -2.441 0.729
H 1.988 -0.770 -1.059
H 0.624 -1.134 2.233
H -2.385 -3.717 0.466
H -1.740 -1.942 2.289
H 1.935 -2.174 -2.201
H 3.420 -1.626 -1.388
C -2.891 2.889 0.092
C 1.393 2.171 -0.691
C 0.999 2.673 0.572
C 0.578 2.332 -1.820
C -0.388 2.802 0.801
C -0.822 2.625 -1.552
C -1.339 2.680 -0.190
H 2.253 1.633 -0.857
H 1.860 2.792 1.288
H 0.943 2.270 -2.885
H -0.758 3.066 1.797
H -1.507 2.775 -2.348
H -3.033 2.616 1.105
H -3.486 2.265 -0.590
H -3.118 3.828 -0.333
*
```

## Properties
HOMO   -8.12 eV
Molar mass   188.274 g/mol
Frontier orbital gap   8.850 eV
Structure (SMILES)   CCc1c[nH]cn1.Cc1ccccc1

---

*B*
Molecular formula: C12H16N2
Method: DFT, the ωB97M-V functional and the def2-TZVPD basis

Geometry as ORCA input:
```
! wB97M-V def2-TZVPD RIJCOSX def2/J DEFGRID3
* xyz 0 1
C 0.549 -0.302 -3.053
C -2.908 1.106 -2.333
C -2.744 1.533 -1.008
C -1.860 0.468 -2.955
C -0.588 0.421 -2.380
C -1.447 1.646 -0.563
C -0.320 1.206 -1.251
H -3.847 1.236 -2.848
H -3.599 1.908 -0.468
H -2.033 0.049 -3.935
H -1.242 2.007 0.444
H 0.470 -0.384 -4.127
H 0.696 -1.265 -2.561
H 0.713 1.448 -1.071
H 1.495 0.251 -2.977
C 2.552 -1.048 2.008
C 2.380 -2.076 0.881
C 1.244 -0.434 2.364
C 0.054 -0.349 1.706
C -0.216 0.358 3.751
N 1.035 0.041 3.637
N -0.865 0.144 2.580
H 3.130 -1.438 2.838
H 3.156 -0.256 1.595
H 1.849 -2.920 1.349
H -0.203 -0.320 0.659
H -0.723 0.756 4.608
H -1.795 0.479 2.405
H 3.320 -2.562 0.624
H 1.745 -1.704 0.083
*
```

## Properties
HOMO   -8.46 eV
Molar mass   188.274 g/mol
Frontier orbital gap   9.182 eV
Structure (SMILES)   CCc1c[nH]cn1.Cc1ccccc1

---

Quick one: most stable of them? *B*

---

*A*
Molecular formula: C8H10N4O3
Method: DFT, the ωB97M-V functional and the def2-TZVPD basis

Geometry as ORCA input:
```
! wB97M-V def2-TZVPD RIJCOSX def2/J DEFGRID3
* xyz 0 1
C 0.889 0.742 -1.418
C 3.482 2.007 1.048
C -0.159 -0.160 -1.290
C 0.598 0.134 0.758
C 1.377 0.893 -0.082
C 1.278 1.405 -2.639
C -1.093 -0.841 -2.298
C -1.472 -1.299 0.704
N 4.525 2.258 1.661
N 0.557 0.103 2.184
N -0.372 -0.456 0.033
N 2.528 1.613 0.423
O 2.330 2.207 -2.463
O 0.708 1.300 -3.701
O -0.303 1.115 2.679
H -1.094 -1.897 -2.084
H -0.795 -0.538 -3.319
H -2.027 -0.246 -2.015
H -0.865 -1.545 1.631
H -2.377 -0.610 0.743
H -1.458 -2.223 0.083
H 4.696 3.170 1.999
H 1.511 0.143 2.628
H 2.776 2.061 -1.583
H -0.756 0.745 3.439
*
```

## Properties
HOMO   -8.34 eV
Molar mass   210.193 g/mol
Frontier orbital gap   8.754 eV
Structure (SMILES)   Cc1c(C(=O)O)c(N=C=N)c(NO)n1C

---

*B*
Molecular formula: C8H10N4O3
Method: DFT, the ωB97M-V functional and the def2-TZVPD basis

Geometry as ORCA input:
```
! wB97M-V def2-TZVPD RIJCOSX def2/J DEFGRID3
* xyz 0 1
C -0.526 1.511 0.228
C -2.679 0.212 0.027
C -1.502 -1.757 0.100
C 1.279 -0.442 -0.940
C 1.508 0.281 0.382
C -1.289 2.743 0.139
C 1.874 -1.862 -1.098
C 2.677 0.005 1.301
N 0.733 1.317 0.671
N -2.832 -1.071 0.088
N -1.253 0.417 -0.022
N -0.628 -0.764 -0.092
O -3.511 1.103 -0.061
O -1.307 -2.928 0.126
O 1.025 0.222 -1.946
H -2.121 2.703 0.720
H -1.540 2.871 -1.001
H -0.708 3.670 0.306
H 2.141 -2.337 -0.197
H 2.681 -1.989 -1.899
H 1.013 -2.438 -1.549
H 3.188 1.000 1.454
H 3.350 -0.746 0.844
H 2.232 -0.357 2.265
H -3.803 -1.365 0.157
*
```

## Properties
HOMO (alpha / beta)   -8.91 / -8.91 eV
Molar mass   210.193 g/mol
Frontier orbital gap (alpha / beta)   7.885 / 7.885 eV

---

Quick one: most stable of them? *B*

---

*A*
Molecular formula: C5H8ClNS
Method: DFT, the ωB97M-V functional and the def2-TZVPD basis

Geometry as ORCA input:
```
! wB97M-V def2-TZVPD RIJCOSX def2/J DEFGRID3
* xyz 0 1
C -0.520 2.071 -0.283
C 0.557 0.973 -0.226
C 0.506 -0.263 0.203
C 1.827 -1.037 0.386
C -1.810 -0.962 -0.114
H -1.577 1.834 0.072
H -0.208 2.949 0.230
H -1.127 2.234 -1.232
H 1.550 1.384 -0.386
H 2.089 -1.130 1.486
H 2.485 -0.318 -0.009
H 0.030 -2.482 0.704
H -1.878 0.354 -0.688
N -0.454 -1.186 0.413
S -3.040 -1.935 -0.087
Cl 1.569 -2.486 -0.467
*
```

## Properties
HOMO   -8.28 eV
Molar mass   149.646 g/mol
Frontier orbital gap   8.699 eV

---

*B*
Molecular formula: C5H8ClNS
Method: DFT, the ωB97M-V functional and the def2-TZVPD basis

Geometry as ORCA input:
```
! wB97M-V def2-TZVPD RIJCOSX def2/J DEFGRID3
* xyz 0 1
C -0.258 0.213 1.006
C -1.297 1.106 0.674
C -0.013 -1.040 -1.168
C 0.292 0.242 2.422
C 1.001 -0.511 -2.121
N 0.242 -0.669 0.118
S -1.636 -0.535 -1.812
Cl -1.655 2.521 1.606
H -1.661 1.063 -0.360
H -0.126 -2.105 -1.131
H -0.165 -0.679 2.793
H 0.009 1.128 2.922
H 1.313 0.316 2.448
H 1.000 -1.044 -3.052
H 2.067 -0.525 -1.851
H 0.887 0.518 -2.495
*
```

## Properties
HOMO (alpha / beta)   -7.87 / -7.90 eV
Molar mass   149.646 g/mol
Frontier orbital gap (alpha / beta)   5.218 / 5.291 eV

---

Quick one: most stable of them? *B*

---

*A*
Molecular formula: C5H11N
Method: DFT, the ωB97M-V functional and the def2-TZVPD basis

Geometry as ORCA input:
```
! wB97M-V def2-TZVPD RIJCOSX def2/J DEFGRID3
* xyz -1 2
C 0.963 0.606 -1.554
N -0.198 1.792 0.829
C -0.373 0.436 0.558
C 0.344 -0.153 -0.421
C 0.493 -1.670 -0.419
C -1.285 -0.324 1.506
H 0.440 1.495 -1.928
H 2.032 0.788 -1.330
H 1.094 -0.087 -2.401
H 0.271 2.226 0.046
H -0.747 2.403 1.404
H 1.456 -1.848 -0.937
H 0.405 -2.124 0.557
H -0.199 -2.174 -1.126
H -2.270 0.149 1.367
H -1.049 -0.132 2.560
H -1.377 -1.384 1.290
*
```

## Properties
HOMO (alpha / beta)   1.45 / -3.54 eV
Molar mass   85.150 g/mol
Frontier orbital gap (alpha / beta)   2.733 / 7.691 eV

---

*B*
Molecular formula: C5H11N
Method: DFT, the ωB97M-V functional and the def2-TZVPD basis

Geometry as ORCA input:
```
! wB97M-V def2-TZVPD RIJCOSX def2/J DEFGRID3
* xyz -1 2
C 1.577 0.599 -0.914
C 1.363 -0.701 -0.141
C 0.596 -0.336 1.230
C -0.866 -0.300 0.815
C -1.195 0.842 0.143
N -2.537 0.872 -0.269
H 2.298 0.502 -1.724
H 1.869 1.523 -0.408
H 0.755 0.935 -1.523
H 0.722 -1.337 -0.610
H 2.191 -1.275 0.180
H 0.914 -0.997 2.042
H 0.917 0.691 1.541
H -1.648 -0.868 1.331
H -1.090 -1.787 -0.380
H -3.196 0.146 -0.298
H -2.671 1.490 -1.014
*
```

## Properties
HOMO (alpha / beta)   -1.31 / -2.50 eV
Molar mass   85.150 g/mol
Frontier orbital gap (alpha / beta)   5.827 / 7.005 eV

---

*C*
Molecular formula: C5H11N
Method: DFT, the ωB97M-V functional and the def2-TZVPD basis

Geometry as ORCA input:
```
! wB97M-V def2-TZVPD RIJCOSX def2/J DEFGRID3
* xyz -1 2
C -2.515 -1.263 0.147
C -1.669 -0.032 0.253
C -0.473 0.043 -0.422
N 0.441 1.150 -0.375
C 1.864 0.694 -0.343
C 2.113 -0.356 0.693
H -3.303 -1.175 0.901
H -1.983 -2.172 0.416
H -2.873 -1.377 -0.916
H -2.192 0.896 0.472
H -0.135 -0.862 -0.933
H 0.418 1.622 -1.265
H 2.269 0.357 -1.312
H 2.440 1.601 -0.130
H 3.158 -0.360 1.039
H 1.570 -0.241 1.636
H 1.883 -1.384 0.409
*
```

## Properties
HOMO (alpha / beta)   1.46 / -4.30 eV
Molar mass   85.150 g/mol
Frontier orbital gap (alpha / beta)   2.895 / 8.535 eV

---

Quick one: most stable of them? *A*

---

*A*
Molecular formula: C19H27N5O3S2
Method: DFT, the ωB97M-V functional and the def2-TZVPD basis

Geometry as ORCA input:
```
! wB97M-V def2-TZVPD RIJCOSX def2/J DEFGRID3
* xyz 0 1
C 2.082 2.463 -1.506
C 3.500 2.106 -1.075
C 3.836 2.694 0.294
H 3.846 3.783 0.231
C 5.192 2.214 0.815
N 5.160 0.796 1.097
C 5.857 -0.101 0.380
O 6.718 0.172 -0.429
C 5.471 -1.549 0.688
H 5.119 -1.688 1.708
H 6.308 -2.209 0.463
S 4.144 -2.083 -0.440
C 2.789 -1.264 0.268
N 2.766 -0.606 1.403
N 1.532 -0.122 1.565
C 0.802 -0.474 0.537
N 1.564 -1.221 -0.331
C 1.205 -1.893 -1.547
H 1.815 -2.792 -1.644
H 0.152 -2.169 -1.517
H 1.395 -1.253 -2.412
C -0.591 -0.097 0.380
C -1.167 0.142 -0.868
C -2.497 0.515 -0.952
C -3.245 0.655 0.200
C -2.676 0.467 1.447
C -1.350 0.090 1.539
H -0.875 -0.057 2.496
H -3.274 0.639 2.327
S -4.983 1.108 0.071
O -5.352 1.796 1.271
O -5.175 1.744 -1.197
N -5.867 -0.305 0.035
C -5.825 -1.123 1.227
H -6.818 -1.558 1.375
H -5.591 -0.490 2.079
C -4.783 -2.227 0.954
H -3.835 -1.990 1.436
H -5.128 -3.185 1.338
C -4.627 -2.248 -0.577
H -3.608 -1.986 -0.863
H -4.856 -3.226 -0.996
C -5.621 -1.186 -1.083
H -6.570 -1.650 -1.367
H -5.255 -0.597 -1.922
H -2.961 0.724 -1.903
H -0.577 0.077 -1.768
H 4.368 0.465 1.643
H 5.976 2.379 0.072
H 5.449 2.752 1.733
H 3.062 2.406 1.012
H 4.214 2.474 -1.813
H 3.605 1.019 -1.038
H 1.967 3.542 -1.576
H 1.856 2.033 -2.480
H 1.357 2.092 -0.783
*
```

## Properties
HOMO   -8.70 eV
Molar mass   437.591 g/mol
Frontier orbital gap   8.541 eV
Structure (SMILES)   CCCCNC(=O)CSc1nnc(-c2ccc(S(=O)(=O)N3CCCC3)cc2)n1C

---

*B*
Molecular formula: C19H27N5O3S2
Method: DFT, the ωB97M-V functional and the def2-TZVPD basis

Geometry as ORCA input:
```
! wB97M-V def2-TZVPD RIJCOSX def2/J DEFGRID3
* xyz 0 1
C 1.653 4.834 -1.155
H 2.585 5.174 -1.076
H 0.886 5.553 -1.311
H 1.311 4.504 -0.152
C 1.224 3.865 -2.170
C 2.386 2.647 -1.950
H 2.306 1.860 -2.630
H 3.252 2.841 -2.080
H 2.113 2.192 -0.956
H 1.610 4.129 -3.172
C -0.030 3.049 -2.370
C -0.660 2.520 -1.165
N -0.079 2.614 0.121
N -0.562 1.663 0.997
C -1.892 1.355 0.589
N -2.401 0.510 1.269
C -1.988 -0.579 1.886
O -2.626 -1.386 2.492
C -0.725 -1.168 1.372
C -0.459 -1.125 -0.120
C 0.531 -1.292 -0.783
C 1.936 -1.588 -0.113
C 1.765 -1.639 1.358
C 0.681 -1.267 2.016
N 0.280 -1.317 3.368
C 1.675 -1.432 4.301
C 1.185 -1.045 5.706
C 0.130 -0.295 5.518
H 0.749 0.902 5.355
C -0.470 -0.471 4.252
H -1.401 -1.323 4.371
H -1.058 0.389 3.645
H -0.522 -0.136 6.374
H 0.704 -2.017 6.011
H 2.008 -0.886 6.321
H 2.527 -0.867 4.004
H 1.900 -2.421 4.048
H 2.870 -1.714 1.954
H 2.722 -1.721 -0.533
S 0.742 -1.234 -2.627
O 0.023 0.102 -2.749
O 2.228 -1.255 -3.128
N -0.255 -2.416 -3.056
C 0.457 -3.553 -2.742
H 0.686 -3.751 -1.799
H -0.245 -4.520 -2.744
H 1.357 -3.689 -3.253
C -0.780 -2.237 -4.159
H -1.301 -1.455 -4.420
H -1.531 -3.125 -4.605
H -0.062 -2.564 -5.058
H -1.511 -1.013 -0.690
H -3.627 0.516 1.588
S -2.090 1.947 -0.937
H -0.619 4.118 -2.405
H 0.052 2.382 -3.020
*
```

## Properties
HOMO   -7.58 eV
Molar mass   437.591 g/mol
Frontier orbital gap   7.343 eV

---

Quick one: most stable of them? *A*